{"formula": "C35H41CoN4SeSi", "method": "ωB97M-V/def2-TZVPD", "spin_multiplicity": 4, "energy_ha": -5651.04715, "lumo_ha": [0.0857, 0.0848], "orbital_gap_ev": [4.81, 4.53], "relative_energy_kj_mol": 4.9, "s2": 3.7709, "charge": -1, "symbols": ["Co", "C", "Si", "C", "N", "C", "C", "C", "C", "C", "C", "C", "C", "C", "C", "C", "C", "C", "C", "C", "C", "C", "H", "H", "H", "H", "H", "H", "H", "H", "H", "H", "H", "H", "H", "H", "H", "H", "H", "H", "H", "H", "H", "H", "H", "H", "C", "C", "C", "C", "C", "C", "C", "C", "N", "H", "H", "H", "H", "H", "H", "H", "H", "H", "C", "N", "C", "Se", "N", "C", "C", "C", "C", "C", "C", "H", "H", "H", "H", "H", "H", "H", "H"], "xyz": [[0.337663, -1.008412, 0.229178], [-0.020210, -2.805736, -0.702910], [-1.296562, -2.325657, -1.933292], [-0.453912, -0.886091, -2.856212], [-0.003895, 0.118645, -1.870106], [1.231559, 0.789920, -2.294400], [1.002177, 1.772431, -3.444429], [0.006777, 2.872911, -3.008608], [-0.595946, 2.548282, -1.637960], [-1.082520, 1.105758, -1.589580], [-1.851308, -3.578522, -3.259755], [-0.996349, -3.964610, -4.295249], [-1.350757, -4.949777, -5.205293], [-2.580687, -5.584286, -5.096122], [-3.447172, -5.222556, -4.074184], [-3.080990, -4.235860, -3.169486], [-2.914067, -1.782616, -1.119721], [-3.212685, -2.183264, 0.182257], [-4.441581, -1.893697, 0.757079], [-5.382164, -1.159750, 0.049307], [-5.087341, -0.711068, -1.230857], [-3.870620, -1.039382, -1.810939], [0.881290, -3.140617, -1.235603], [-0.320263, -3.643476, -0.062587], [-1.056898, -0.441419, -3.663386], [0.433338, -1.316164, -3.334566], [1.953862, 0.020787, -2.575456], [1.653677, 1.322422, -1.440600], [0.610054, 1.222815, -4.303034], [1.956229, 2.207900, -3.751749], [-0.798836, 2.955777, -3.743929], [0.503999, 3.845111, -2.967055], [-1.436465, 3.209745, -1.422059], [0.141546, 2.701361, -0.848264], [-1.889965, 0.980977, -2.322252], [-1.501315, 0.901301, -0.602125], [-0.029209, -3.480821, -4.391989], [-0.668546, -5.224134, -6.001732], [-2.859019, -6.357518, -5.802313], [-4.410936, -5.710848, -3.986580], [-3.768549, -3.961898, -2.376580], [-2.461309, -2.718721, 0.752206], [-4.669840, -2.231641, 1.760832], [-6.342697, -0.931875, 0.496028], [-5.805991, -0.109736, -1.775366], [-3.658400, -0.715110, -2.825509], [-2.573644, 1.055704, 2.116944], [-1.452321, 2.048548, 2.143517], [-1.645140, 3.336083, 2.601078], [-0.613128, 4.274144, 2.616124], [0.643820, 3.887341, 2.161856], [0.891581, 2.611380, 1.687593], [2.264056, 2.227634, 1.194408], [-0.170104, 1.629457, 1.631872], [0.010023, 0.419424, 1.144042], [-3.463046, 1.453044, 2.612184], [-2.276591, 0.120061, 2.600768], [-2.827538, 0.801232, 1.084426], [-2.631435, 3.629686, 2.953451], [-0.793023, 5.284616, 2.965649], [1.449848, 4.618522, 2.167849], [2.685569, 2.995801, 0.537320], [2.192077, 1.284568, 0.649626], [2.969675, 2.086699, 2.023624], [1.509742, 0.247256, 3.552385], [2.898426, 0.060152, 3.189632], [3.351255, -0.797130, 2.240976], [2.424047, -2.019475, 1.239862], [4.708317, -0.652819, 2.205420], [5.128383, 0.254057, 3.154674], [6.382853, 0.684549, 3.546092], [6.432142, 1.644375, 4.554771], [5.274149, 2.142536, 5.136480], [4.013050, 1.688157, 4.760731], [3.962477, 0.723627, 3.769155], [0.882945, -0.266372, 2.823901], [1.258199, 1.307881, 3.523171], [1.323325, -0.147297, 4.554740], [5.282020, -1.171492, 1.566049], [7.283379, 0.286841, 3.097876], [7.397528, 2.009710, 4.880061], [5.349745, 2.902090, 5.903660], [3.112177, 2.078530, 5.212979]], "forces_ev_per_angstrom": [[0.114, -1.182, -1.132], [-0.690, -0.600, -0.442], [0.428, 0.018, 0.170], [-0.168, -0.057, 0.080], [0.049, 0.174, -0.252], [0.085, 0.089, -0.157], [-0.040, -0.004, 0.136], [0.009, -0.024, 0.088], [0.111, -0.163, -0.153], [-0.238, 0.121, 0.170], [0.035, -0.048, 0.130], [0.021, 0.098, 0.001], [0.007, -0.007, -0.043], [0.001, -0.007, -0.001], [0.002, -0.056, -0.063], [-0.030, 0.073, -0.005], [0.174, -0.023, -0.015], [0.059, -0.002, -0.005], [-0.094, 0.010, 0.038], [-0.028, 0.019, 0.036], [0.002, -0.009, -0.049], [-0.022, -0.015, -0.041], [0.019, 0.087, -0.032], [0.015, 0.073, 0.074], [0.044, 0.024, 0.025], [-0.007, -0.059, 0.021], [-0.012, -0.031, 0.021], [-0.024, -0.097, 0.020], [0.029, -0.002, -0.046], [0.009, -0.030, -0.019], [0.004, 0.032, -0.012], [-0.022, 0.004, -0.038], [0.008, 0.003, 0.065], [-0.099, 0.079, 0.046], [0.067, 0.000, -0.100], [0.046, -0.028, -0.119], [0.017, -0.038, -0.015], [0.003, -0.003, 0.009], [-0.011, 0.010, -0.003], [0.006, 0.001, 0.025], [-0.014, -0.019, -0.013], [-0.032, -0.028, 0.013], [0.046, 0.019, 0.015], [0.022, 0.033, 0.019], [-0.012, -0.034, -0.011], [-0.036, 0.022, 0.005], [0.090, 0.056, 0.007], [-0.068, 0.237, 0.110], [0.079, -0.117, -0.014], [-0.014, 0.306, 0.112], [-0.098, -0.025, -0.044], [-0.061, 0.175, -0.114], [-0.016, 0.212, 0.020], [-0.189, -0.545, -0.565], [-0.453, 2.237, 1.094], [-0.011, -0.003, -0.021], [-0.038, -0.024, -0.048], [-0.100, -0.162, 0.009], [-0.011, -0.046, 0.008], [0.034, -0.021, 0.002], [0.055, -0.044, -0.015], [-0.003, -0.004, 0.004], [0.077, 0.001, 0.001], [-0.053, 0.204, -0.297], [-0.056, -0.318, 0.748], [0.145, -0.579, -0.190], [0.192, 0.269, 0.460], [0.350, -0.258, 0.003], [-0.167, -0.056, 0.021], [0.012, 0.112, 0.109], [-0.061, 0.139, 0.116], [0.237, -0.200, -0.262], [-0.309, 0.072, 0.113], [0.095, 0.016, 0.001], [0.219, -0.030, 0.050], [0.080, 0.160, 0.066], [0.089, -0.120, 0.042], [0.173, -0.025, 0.063], [-0.049, -0.079, -0.023], [0.013, 0.044, -0.036], [-0.018, 0.018, 0.029], [0.006, -0.010, 0.003], [-0.026, -0.014, -0.007]]}